[1]
# C17H21BrN3O2PdS

A structure of composition C17H21BrN3O2PdS (the ωB97M-V functional and the def2-TZVPD basis, the Open Molecules 2025 dataset).

```
46
Properties=species:S:1:pos:R:3
H 3.3266 -4.8926 -0.5562
H -1.6591 -4.3100 1.9468
C 1.9161 -3.3069 -0.1971
H -2.5728 -3.9562 3.4115
C -0.1069 2.3272 -0.8102
H 0.8424 4.2141 -0.3100
Pd 0.0766 0.3267 1.0585
C 3.1848 -3.9235 -0.0960
C 0.4483 -1.4169 0.3260
O 0.1801 2.7560 0.3410
C -0.3637 -3.2775 -0.9876
C -2.6279 -1.2258 2.6890
C -0.7168 5.3517 -2.8737
C 4.2155 -3.3171 0.5625
S -2.0264 0.3435 2.4965
H 4.8669 -1.5695 1.6656
C 0.1758 3.3122 -1.9621
O -0.5925 1.2291 -1.1005
H -1.5828 5.9960 -3.0072
H 0.8418 2.8667 -2.6982
H 1.8291 4.5643 -1.6351
C -0.5708 -2.0264 -0.3699
H 5.1794 -3.8015 0.6313
H -1.3652 3.3434 -3.4947
H -1.9167 3.8369 -1.8986
N -3.8188 -1.4038 3.2709
C 2.8245 -1.4503 1.0712
H 0.7601 6.5688 -1.7541
C 0.8444 -3.9072 -0.8961
N -1.9523 -2.2931 2.2793
H -3.3446 -3.8059 1.8083
H -4.3374 -0.5920 3.5540
H -4.2253 -2.3131 3.4101
C 0.0779 5.7310 -1.6335
C -1.0852 3.8972 -2.6029
C 1.7221 -2.0414 0.4164
C -2.4195 -3.6604 2.3713
C 4.0446 -2.0513 1.1565
H -1.0901 -2.1048 1.7976
N 0.8643 4.4868 -1.3279
H -0.0936 5.4394 -3.7655
H -0.5694 5.9165 -0.7776
H -1.1767 -3.7334 -1.5365
Br 2.5226 0.2753 1.8494
H 1.0035 -4.8683 -1.3657
H -1.5328 -1.5337 -0.4567
```

Computed properties:
relative energy (zero: lowest compared OMol25 entry of this formula, charge and spin) = 0.0 kcal per mole
E_LUMO = -3.15 eV
total charge = +1



[2]
# C17H21Cl2N2O2SbSe3TeZn

A structure of composition C17H21Cl2N2O2SbSe3TeZn (the ωB97M-V functional and the def2-TZVPD basis, the Open Molecules 2025 dataset).

```
50
Properties=species:S:1:pos:R:3
C 3.7425 -1.5929 -1.1878
C -3.3961 -4.0176 1.5732
H -2.8741 -1.2033 3.2832
H -4.3518 -1.2704 2.2816
N 2.0244 -0.2248 -0.6374
H 0.4914 2.7817 2.7245
Se 1.0181 4.9911 0.7071
Cl 0.0799 1.9642 -2.7485
H -3.6288 -2.2444 -1.5886
C -3.2851 -1.0286 2.2855
H 1.9032 -1.4238 2.5333
H -3.2954 -4.8659 0.8862
Sb -2.3056 -2.2713 0.8066
H -4.4599 -3.7782 1.6858
H -1.0265 0.5330 2.8210
C -1.4896 1.1166 -2.7985
H -3.1577 0.0254 2.0228
O -1.6893 -1.2764 -2.7903
C -0.0323 0.1497 3.0443
H 1.6123 4.3129 4.2850
Cl -2.1155 1.0585 -4.4733
C 2.8314 -0.6144 -1.6296
O -0.9080 -0.2433 -0.9497
H -2.9939 -4.3177 2.5475
C 1.4513 3.2821 4.5801
C 1.6608 1.4992 6.1832
C 1.0478 0.6306 5.2829
C 1.6484 -0.7841 1.6825
Se -1.8962 2.6227 0.3689
Te -1.1972 4.8488 -0.4655
C 0.6322 1.0802 4.0332
H -0.1268 -0.8468 3.4876
Zn 0.4907 1.0677 -0.0793
C 2.3900 -0.9542 0.4689
Se 2.1247 3.0220 0.0897
H 4.5081 -2.0703 -1.7837
H -3.9081 -0.7353 -0.6987
C 0.8314 2.4179 3.6910
C -1.3440 -0.2889 -2.1496
H -4.8041 -2.2103 -0.2265
H -2.1812 1.7098 -2.2081
C -3.8555 -1.8247 -0.6104
H 3.9444 -2.4875 0.8519
H 1.9783 1.1367 7.1554
H 0.8832 -0.4073 5.5586
H 2.7349 -0.1869 -2.6194
N 0.6982 0.0751 1.7804
H 2.3482 3.5049 6.5272
C 3.4513 -1.8118 0.1651
C 1.8673 2.8266 5.8306
```

Computed properties:
relative energy (zero: lowest compared OMol25 entry of this formula, charge and spin) = 0.0 kcal per mole
E_LUMO = 4.30 eV
total charge = -2



[3]
# C17H21Cl2N8O3

A cluster of 2 separate species, C17H21Cl2N8O3 in total (the ωB97M-V functional and the def2-TZVPD basis, the Open Molecules 2025 dataset).

```
51
Properties=species:S:1:pos:R:3
H -4.2478 -4.8140 -1.5269
H 5.1785 -0.1673 0.9500
H 4.3072 0.1502 -0.5694
C -2.2524 -4.0329 -4.7430
H 1.6801 2.7214 2.8982
N -1.9548 -3.5991 0.3578
H -0.6865 -1.1395 1.3146
N -1.6449 -4.3932 1.3973
N -0.5138 -0.1438 1.1916
H -4.2428 -1.4325 -0.0676
N 2.7644 5.7247 1.9056
C -3.2750 -3.2475 0.4344
C 1.2220 3.0193 1.9517
Cl -4.1174 -7.1588 -3.0003
O 4.4408 4.2295 1.8968
O 3.5175 1.1258 2.2447
Cl -2.4878 -6.5806 -5.6811
C 3.5257 6.8252 2.4991
C -3.6788 -4.5449 -2.4099
H 1.8028 5.9013 1.6706
N -0.7662 1.9734 0.6593
H -1.4194 -3.5625 -0.5085
C 0.3516 1.8783 1.4690
N -2.7391 -4.5164 2.0608
H 3.3600 2.4466 -0.5703
C 3.2765 4.5143 1.6473
H 2.8501 7.6003 2.8638
C -2.7575 -5.3145 -4.5087
C 2.3368 3.4840 0.9839
C 0.5126 0.5593 1.7951
C -3.1634 -3.2489 -2.6253
C 3.7440 1.4039 1.0744
H 4.1274 6.4581 3.3347
H -5.0158 -2.8480 -0.7495
C -1.2817 0.7337 0.5084
H 4.1970 7.2583 1.7544
C -3.4744 -5.5694 -3.3352
O -3.2819 -2.1902 -1.7480
H -1.7031 -3.8395 -5.6610
N -3.7654 -3.8120 1.4903
H 1.2899 0.1553 2.4405
N 3.0792 2.3465 0.3924
H -2.0565 -2.0212 -4.0021
H 0.5787 3.8694 2.1830
C -4.0400 -2.3966 -0.5395
H 1.8555 4.0072 0.1591
C -2.4527 -3.0122 -3.8054
H -1.1479 2.8335 0.2830
H 5.5773 1.2710 -0.0076
C 4.7699 0.6082 0.3016
H -2.1784 0.4866 -0.0543
```

Computed properties:
E_LUMO = -3.24 eV
total charge = +1



Number 1: HOMO -10.406 eV. Number 2: HOMO -1.214 eV. Number 3: HOMO -11.221 eV.